# C27H83N19O12

A 12-piece molecular cluster, C27H83N19O12 overall at a distorted geometry (wB97M-V/def2-TZVPD, the OMol25 dataset).

Its charge is -1. Its expectation value of S² is 0.75. Its spin multiplicity is 2. The HOMO-LUMO gap (alpha / beta) comes out at 1.79 / 8.99 eV. The LUMO energy (alpha / beta) comes out at 1.99 / 1.92 eV.

Last column: Löwdin charge in e.
Positions of all 141 atoms, in Å:
C 2.3390 19.8249 24.3260  -0.074
C 1.7505 19.9257 22.8937  -0.391
C 1.9090 21.2756 22.0604  -0.152
O 1.3676 22.4982 22.5470  -0.243
C -0.0069 22.5376 22.4926  -0.214
N 2.2518 18.7250 22.2276  0.006
H 3.4192 19.9544 24.3926  0.076
H 2.0597 18.9006 24.8319  0.071
H 1.8716 20.6661 24.8379  0.044
H 0.7085 19.6169 22.9772  0.113
H 1.4479 21.1745 21.0780  0.110
H 2.9689 21.3382 21.8136  0.118
H -0.5380 21.9231 23.2196  0.055
H -0.2617 22.1981 21.4886  0.077
H -0.3231 23.5723 22.6249  0.041
H 2.6313 18.1302 22.9503  0.050
H 3.1272 18.9200 21.7633  0.061
C 4.7691 22.5045 30.1165  -0.049
C 4.1663 23.1430 31.3078  -0.412
C 5.0985 23.4123 32.6259  -0.152
O 5.6576 22.2070 33.1512  -0.192
C 6.6423 22.4616 34.1486  -0.124
N 3.4423 24.3132 30.9241  0.047
H 5.0250 21.4635 30.3141  0.078
H 5.5996 23.0403 29.6569  0.091
H 3.9629 22.4782 29.3834  0.064
H 3.3920 22.5388 31.7805  0.114
H 4.5037 23.8966 33.4003  0.112
H 5.9617 24.0493 32.4329  0.110
H 7.6652 22.3257 33.7974  0.078
H 6.5755 21.7212 34.9457  0.081
H 6.6714 23.4635 34.5771  0.080
H 2.9946 24.1102 30.0418  0.045
H 4.1886 24.9361 30.6500  0.043
C -1.8648 27.2809 25.4504  -0.089
C -0.7541 26.9796 24.5050  -0.524
C 0.4780 27.9237 24.5886  -0.182
O 1.4049 27.6119 23.5243  -0.223
C 2.7198 28.1982 23.5941  -0.107
N -0.3290 25.6282 24.5527  0.036
H -2.6311 26.5120 25.3529  0.067
H -2.1810 28.3149 25.3124  0.071
H -1.3868 27.3821 26.4248  0.054
H -1.1413 27.2355 23.5188  0.102
H 0.9712 28.0742 25.5489  0.103
H 0.0361 28.8661 24.2650  0.109
H 3.3214 27.8197 22.7677  0.082
H 3.1795 27.9482 24.5503  0.068
H 2.7328 29.2811 23.4705  0.073
H -1.0975 25.0178 24.3141  0.028
H 0.3134 25.5162 23.7814  0.072
C 3.1873 19.0815 31.8138  -0.006
C 1.9725 19.1429 32.8634  -0.415
C 1.0882 20.3977 32.8730  -0.156
O 0.5625 20.6962 31.5676  -0.212
C -0.0900 21.8861 31.6034  -0.149
N 1.2376 17.9976 32.6218  0.027
H 3.9020 19.9044 31.8235  0.055
H 2.6947 19.1754 30.8460  0.039
H 3.7926 18.1783 31.8903  0.080
H 2.3587 19.0017 33.8729  0.126
H 1.7380 21.1996 33.2233  0.114
H 0.2262 20.3796 33.5399  0.125
H 0.2760 22.5993 32.3419  0.079
H -1.0515 21.6577 32.0631  0.098
H -0.1022 22.4547 30.6736  0.078
H 0.2883 18.0554 32.9618  0.084
H 1.0250 17.9359 31.6363  0.021
C -0.6444 20.5806 27.3787  -0.044
C 0.0118 19.9190 28.6009  -0.429
C 0.3978 18.4011 28.5644  -0.043
O 0.5640 17.6825 29.8975  -0.266
C 0.6198 16.3163 29.9371  -0.151
N 1.1581 20.6586 28.8288  0.034
H 0.0293 20.4890 26.5267  0.064
H -0.6291 21.6703 27.3972  0.038
H -1.6214 20.1964 27.0854  0.077
H -0.7313 20.1566 29.3621  0.132
H 1.2827 18.1980 27.9613  0.116
H -0.5576 17.9640 28.2741  0.120
H 1.1781 15.9376 30.7933  0.086
H 1.1338 16.0219 29.0221  0.088
H -0.3719 15.8699 30.0115  0.086
H 0.9030 21.6324 28.7468  0.043
H 1.2949 20.5900 29.8272  0.062
C 0.7298 29.4563 28.1958  -0.763
O 1.8846 29.1397 28.3362  0.016
N 0.2811 30.2354 27.2514  0.163
N -0.3106 28.8968 28.7983  0.185
H -0.5984 30.6441 27.5334  0.103
H 0.9848 30.7363 26.7280  0.119
H -1.2222 29.3222 28.7076  0.113
H -0.0675 28.4336 29.6623  0.040
C 4.4578 23.0758 24.4519  -0.760
O 4.9484 22.2850 23.7091  0.058
N 3.3401 23.7802 24.2328  0.160
N 4.9373 23.4657 25.6246  0.157
H 2.6745 23.6368 23.4869  0.079
H 3.3939 24.6714 24.7050  0.084
H 4.3304 23.9870 26.2410  0.072
H 5.7695 22.9997 25.9568  0.116
C 0.8224 24.3480 27.5731  -0.903
O 1.0436 23.7733 28.5728  0.040
N 1.1312 23.9435 26.3825  0.197
N 0.3660 25.5005 27.4688  0.210
H 1.4360 22.9953 26.2150  0.103
H 0.9012 24.6751 25.7252  0.056
H -0.0290 25.8789 28.3178  0.115
H 0.1199 25.9518 26.5994  0.069
C 4.5240 20.2379 27.6167  -0.818
O 5.7090 20.3945 27.4654  0.034
N 4.0894 19.1930 28.3043  0.167
N 3.5606 21.0432 27.3764  0.182
H 3.1554 19.0550 28.6630  0.058
H 4.8817 18.7242 28.7197  0.109
H 3.9316 21.9698 27.2217  0.085
H 2.5934 20.9456 27.6506  0.056
C 0.1967 26.9572 31.1792  -0.788
O -0.4539 27.9169 31.4372  0.047
N -0.1406 25.7702 31.6596  0.174
N 1.4291 26.9779 30.6897  0.192
H -0.6939 25.5957 32.4863  0.117
H 0.5756 25.0780 31.4922  0.075
H 1.7056 27.9461 30.6104  0.105
H 2.0762 26.2026 30.7055  0.070
C -3.0002 24.1654 27.6878  -0.805
O -4.0406 24.7581 27.8562  0.015
N -2.1497 23.9296 28.6779  0.171
N -2.6199 23.6614 26.5372  0.169
H -2.4661 24.3239 29.5522  0.106
H -1.2254 23.5250 28.6311  0.055
H -1.7572 23.1595 26.3828  0.063
H -3.2786 23.7183 25.7736  0.049
C 4.3160 26.3742 28.5495  -0.813
O 4.8511 25.3122 28.4705  0.060
N 4.4929 27.3008 29.4410  0.149
N 3.4390 26.8973 27.7491  0.187
H 5.1333 27.0632 30.1850  0.117
H 4.5133 28.2722 29.1651  0.120
H 3.0725 27.7177 28.2104  0.048
H 3.1397 26.3988 26.9233  0.107